{"formula": "C2H26NO10", "method": "ωB97M-V with the def2-TZVPD basis set", "homo_lumo_gap_ev": 11.4, "total_charge": 1, "e_above_lowest_kj_mol": 0.0, "molar_mass_da": 224.23, "e_lumo_ev": -2.46, "total_energy_ev": -24457.7094, "species": ["C", "O", "C", "N", "H", "H", "H", "H", "H", "H", "H", "H", "H", "H", "O", "H", "H", "O", "H", "H", "O", "H", "H", "O", "H", "H", "O", "H", "H", "O", "H", "H", "O", "H", "H", "O", "H", "H", "O"], "positions_angstrom": [[-1.843, -1.591, 0.214], [-2.141, -0.189, 0.104], [-1.483, -2.193, -1.127], [-0.044, -2.025, -1.456], [-2.771, -2.039, 0.561], [-1.050, -1.731, 0.946], [-1.544, 0.352, 0.668], [-1.702, -3.258, -1.115], [-2.101, -1.779, -1.918], [0.540, -2.213, -0.601], [0.220, -1.053, -1.740], [0.241, -2.614, -2.239], [-0.037, 2.079, 0.768], [-1.017, 2.197, 1.970], [-0.496, 1.558, 1.474], [2.132, -2.264, 4.201], [0.578, -2.200, 4.283], [1.336, -2.034, 3.706], [1.280, 3.585, -0.541], [0.004, 2.945, -1.243], [0.767, 2.776, -0.611], [1.574, -0.159, 3.415], [0.880, 1.028, 2.641], [1.692, 0.764, 3.104], [-1.100, 3.553, -3.153], [-1.811, 2.453, -2.326], [-1.244, 3.256, -2.247], [2.616, 0.615, 1.580], [2.251, 1.261, 0.228], [2.727, 0.504, 0.605], [-3.651, 1.169, -2.345], [-2.547, 0.585, -1.412], [-2.710, 0.975, -2.301], [1.326, 0.964, -2.188], [2.411, -0.128, -2.297], [1.478, 0.050, -2.457], [2.091, -1.104, 0.563], [1.537, -2.136, 1.618], [1.612, -1.957, 0.669]]}